Entry 1:
{
  "formula": "C5H11N2O",
  "method": "ωB97M-V/def2-TZVPD",
  "elements": ["N", "C", "N", "C", "C", "C", "C", "O", "H", "H", "H", "H", "H", "H", "H", "H", "H", "H", "H"],
  "xyz": [[3.0720, -0.3784, 0.4889], [2.6164, 0.8214, 0.2368], [1.3526, 1.1631, 0.2414], [0.1986, 0.3373, 0.6222], [-0.8162, 0.2121, -0.5366], [-2.0798, -0.4468, 0.0243], [-2.9619, -1.1023, -1.0047], [-3.0137, -0.6796, -2.1244], [2.5084, -1.2108, 0.5901], [4.0113, -0.5511, 0.8205], [3.3185, 1.6160, -0.0002], [1.1100, 2.0178, -0.2383], [0.4717, -0.6581, 0.9013], [-0.2859, 0.8873, 1.4260], [-0.3425, -0.3642, -1.3248], [-1.1117, 1.2149, -0.8304], [-2.7732, 0.2156, 0.5644], [-1.7510, -1.0850, 0.8597], [-3.5236, -2.0094, -0.7162]],
  "lumo_ha": -0.133,
  "total_charge": 1,
  "spin_multiplicity": 1,
  "smiles": "N/C=[NH+]\\CCCC=O",
  "fmax_ev_per_a": 1.6
}



Entry 2:
{
  "formula": "C9H14INO2",
  "method": "ωB97M-V/def2-TZVPD",
  "elements": ["C", "C", "C", "C", "C", "C", "C", "C", "C", "I", "N", "O", "O", "H", "H", "H", "H", "H", "H", "H", "H", "H", "H", "H", "H", "H", "H"],
  "xyz": [[3.0016, -0.5059, 0.2923], [2.4473, 0.1035, 1.2791], [1.5269, 1.3222, 1.0655], [0.0585, 0.8345, 1.0773], [-0.3302, 0.2984, -0.4125], [-1.7737, 0.0113, -0.5762], [-2.0378, -0.2071, -1.9854], [-2.6266, -1.2585, -2.5302], [0.5265, -0.8336, -0.8013], [1.3750, -0.5451, -2.6271], [0.6315, -2.0173, -0.2563], [1.2610, -3.0232, -0.6381], [-0.0243, -2.1120, 0.9800], [2.9579, -0.0596, -0.6497], [3.8033, -1.3243, 0.3620], [2.4372, -0.2081, 2.3151], [1.5525, 2.0138, 1.9815], [1.8108, 1.6691, 0.0280], [0.0888, 0.1528, 1.8806], [-0.5656, 1.6467, 1.3180], [-0.0861, 1.1688, -0.9258], [-2.3637, 0.9857, -0.3838], [-2.2005, -0.8152, 0.0974], [-1.6638, 0.6415, -2.6289], [-2.6972, -1.1453, -3.6145], [-2.9731, -2.0738, -1.8015], [0.4075, -2.9575, 1.2938]],
  "lumo_ha": 0.016,
  "spin_multiplicity": 1,
  "smiles": "C=CCC[C@H](CC=C)/C(I)=[N+](/[O-])O",
  "fmax_ev_per_a": 5.4
}



Entry 3:
{
  "formula": "C5H7NO",
  "method": "ωB97M-V/def2-TZVPD",
  "elements": ["C", "C", "C", "C", "O", "C", "N", "H", "H", "H", "H", "H", "H", "H"],
  "xyz": [[-1.5114, -1.1163, -0.0521], [-0.5316, -0.0937, 0.5142], [0.9387, -0.3281, 0.1321], [1.7314, 0.9675, -0.3700], [2.9129, 0.9218, -0.5449], [-0.8514, 1.2876, 0.0427], [-0.3268, 2.2316, -0.4055], [-2.5329, -0.8458, 0.2272], [-1.2957, -2.1174, 0.3332], [-1.4508, -1.1453, -1.1455], [-0.6326, -0.0595, 1.6033], [1.4961, -0.7642, 0.9760], [1.0032, -1.0738, -0.6765], [1.0508, 2.1356, -0.6342]],
  "lumo_ha": 0.025,
  "spin_multiplicity": 1,
  "fmax_ev_per_a": 3.7
}



Entry 4:
{
  "formula": "C4H8O3",
  "method": "ωB97M-V/def2-TZVPD",
  "elements": ["C", "C", "C", "C", "O", "O", "H", "H", "H", "H", "H", "H", "O", "H", "H"],
  "xyz": [[0.4574, -1.9659, 0.5397], [0.1525, -0.5114, 0.3083], [-0.0819, -0.0241, -1.1289], [-1.4656, 0.3084, -0.6205], [-2.4975, 0.7357, -1.0545], [-1.2465, -0.1647, 0.6342], [-0.2281, -2.6083, -0.0293], [1.4850, -2.1696, 0.2065], [0.3855, -2.2146, 1.6066], [0.8057, 0.1502, 0.8888], [0.4989, 0.8467, -1.4504], [-0.0754, -0.8072, -1.8969], [0.2230, 2.8364, 0.5736], [0.6134, 2.5463, 1.4140], [0.9735, 3.0421, 0.0086]],
  "lumo_ha": 0.017,
  "spin_multiplicity": 1,
  "fmax_ev_per_a": 1.4
}



Entry 5:
{
  "formula": "C56H36N6SW",
  "method": "ωB97M-V/def2-TZVPD",
  "elements": ["W", "C", "C", "C", "C", "C", "C", "C", "C", "C", "C", "C", "N", "C", "C", "C", "C", "C", "C", "C", "C", "C", "C", "C", "C", "C", "N", "C", "C", "C", "C", "C", "C", "C", "C", "C", "C", "C", "C", "N", "C", "C", "N", "C", "C", "C", "C", "C", "C", "H", "H", "H", "H", "H", "H", "H", "H", "H", "H", "H", "H", "H", "H", "H", "H", "H", "H", "H", "H", "H", "H", "H", "H", "H", "H", "H", "H", "C", "C", "N", "C", "C", "C", "C", "C", "C", "C", "C", "C", "N", "C", "H", "H", "H", "H", "H", "H", "H", "H", "S"],
  "xyz": [[0.2851, 0.5257, 0.2720], [1.9741, -7.1629, -0.0144], [2.9259, -6.1930, 0.2675], [2.5542, -4.8605, 0.3517], [1.2290, -4.4849, 0.1414], [0.2792, -5.4641, -0.1450], [0.6508, -6.7978, -0.2151], [0.8177, -3.0573, 0.2130], [0.9018, -2.3821, 1.4176], [1.3739, -3.0075, 2.6051], [1.5088, -2.0491, 3.5502], [1.0584, -0.8332, 2.9754], [0.6657, -1.0162, 1.6527], [0.9196, 0.3344, 3.7090], [0.0954, 1.3448, 3.2670], [-0.1833, 2.5168, 4.0333], [-1.0583, 3.2507, 3.3177], [-1.3104, 2.5354, 2.1076], [-2.1740, 2.9850, 1.1349], [-2.9621, 4.2244, 1.3549], [-3.9347, 4.2634, 2.3516], [-4.6860, 5.4131, 2.5428], [-4.4642, 6.5291, 1.7484], [-3.4932, 6.4949, 0.7570], [-2.7485, 5.3430, 0.5552], [-2.3795, 2.2527, -0.0253], [-1.6289, 1.1635, -0.4450], [-2.2550, 0.7741, -1.6457], [-1.8801, -0.2349, -2.5157], [-2.6261, -0.4139, -3.7909], [-2.5821, 0.5595, -4.7872], [-3.2818, 0.3826, -5.9707], [-4.0422, -0.7628, -6.1627], [-4.1001, -1.7296, -5.1701], [-3.3918, -1.5600, -3.9905], [-0.8961, -1.1550, -2.1860], [-0.5208, -2.2668, -2.9910], [0.2252, -3.0835, -2.2043], [0.3141, -2.4561, -0.9299], [-0.3048, -1.2197, -0.9399], [-3.3819, 1.6001, -1.9050], [-3.4500, 2.5223, -0.9171], [-0.5904, 1.3511, 2.0643], [1.5696, 0.4122, 5.0430], [2.9561, 0.4886, 5.1275], [3.5743, 0.5481, 6.3676], [2.8118, 0.5155, 7.5260], [1.4289, 0.4262, 7.4463], [0.8064, 0.3783, 6.2079], [2.2631, -8.2035, -0.0733], [3.9579, -6.4768, 0.4250], [3.2977, -4.1058, 0.5765], [-0.7557, -5.1808, -0.2933], [-0.0950, -7.5530, -0.4232], [1.5595, -4.0635, 2.6991], [1.8261, -2.1544, 4.5740], [0.2406, 2.7329, 4.9987], [-1.5090, 4.1949, 3.5710], [-4.1131, 3.3895, 2.9664], [-5.4469, 5.4371, 3.3112], [-5.0486, 7.4260, 1.9022], [-3.3157, 7.3660, 0.1410], [-1.9864, 5.3186, -0.2149], [-1.9981, 1.4580, -4.6322], [-3.2388, 1.1395, -6.7423], [-4.5942, -0.8983, -7.0828], [-4.7029, -2.6164, -5.3121], [-3.4471, -2.3123, -3.2131], [-0.8333, -2.4246, -4.0094], [0.6500, -4.0423, -2.4485], [-4.0540, 1.4654, -2.7350], [-4.1868, 3.2918, -0.7618], [3.5515, 0.5186, 4.2223], [4.6516, 0.6210, 6.4305], [3.2963, 0.5580, 8.4920], [0.8328, 0.3901, 8.3481], [-0.2722, 0.2994, 6.1430], [4.3017, -1.5936, -0.2066], [3.1629, -0.9797, 0.3212], [2.2506, -0.3949, -0.4409], [2.5015, -0.3047, -1.7730], [3.5993, -0.9142, -2.3873], [4.5003, -1.6067, -1.5617], [3.7970, -0.7397, -3.7964], [3.0198, 0.1097, -4.5009], [1.9744, 0.8505, -3.8583], [1.2714, 1.8931, -4.4838], [0.3757, 2.6246, -3.7485], [0.1094, 2.2627, -2.4270], [0.7074, 1.2408, -1.8312], [1.6751, 0.5828, -2.5182], [5.0067, -2.0538, 0.4710], [3.0024, -0.9642, 1.3890], [5.3623, -2.0968, -1.9958], [4.6139, -1.2649, -4.2733], [3.2007, 0.2832, -5.5534], [1.4772, 2.1390, -5.5178], [-0.1421, 3.4750, -4.1690], [-0.6062, 2.8249, -1.8443], [1.7096, 2.1075, 0.6900]],
  "lumo_ha": -0.241,
  "total_charge": 2,
  "spin_multiplicity": 1,
  "fmax_ev_per_a": 0.4
}



The records above yield relative energy (zero: lowest compared OMol25 entry of this formula, charge and spin) values of 31.7, 42.2, 68.9, 26.3, 0.0 kcal/mol, respectively.